[1]
DFT (ωB97M-V/def2-TZVPD) results for a cluster of 6 separate species, C27H63Br2ClO22P2S6 in total.

```
123
Properties=species:S:1:pos:R:3:mulliken_charge:R:1
C 2.9191 -6.7083 1.0736 -0.911
C 1.5253 -6.2715 1.5538 -0.652
C 1.1991 -4.7944 1.2488 2.175
Cl -0.0191 -4.7302 -0.0702 -0.241
C 0.7101 -3.9954 2.4563 0.039
P 2.2029 -4.0752 3.6394 0.578
O 3.4731 -4.2469 2.9211 -0.733
O 1.8243 -5.2964 4.5812 -0.378
O 2.2243 -2.7955 4.5688 -0.423
O -0.3292 -4.7619 3.1666 -0.431
S -1.0125 -3.8386 4.2934 1.190
O -0.3063 -3.9066 5.5257 -0.684
O -2.4111 -4.0561 4.2503 -0.618
O -0.5167 -2.4769 3.6587 -0.058
C -0.0546 -2.6568 2.2565 -0.136
C 0.6822 -1.3407 1.7938 -1.488
Br 1.0641 -0.0727 3.2180 0.138
C 1.9159 -1.5496 0.9066 1.087
C 3.2591 -1.6294 1.6215 -1.425
Br 2.0394 -0.0197 -0.3602 -0.152
P -1.7700 -2.7374 1.3709 -0.391
C -2.5040 -1.1946 2.0812 0.260
C -3.7094 -1.4370 2.9885 -1.497
C -1.4873 -2.1746 -0.3644 0.309
C -2.3558 -3.0092 -1.3259 -1.549
H 2.8465 -7.2176 0.1171 0.354
H 3.5887 -5.8638 0.9605 0.018
H 3.3696 -7.3822 1.7969 0.335
H 1.3683 -6.5031 2.6003 0.344
H 0.7990 -6.8690 1.0117 0.645
H 2.0829 -4.3240 0.8364 -1.177
H 2.5397 -5.4155 5.2100 0.456
H 1.5956 -2.8502 5.3008 0.426
H -0.0415 -0.7913 1.2073 1.065
H 1.7608 -2.3867 0.2332 -0.415
H 3.1571 -1.8460 2.6760 0.399
H 3.7714 -0.6757 1.5469 0.710
H 3.8904 -2.3785 1.1543 -0.215
H -1.7610 -0.5702 2.5757 0.055
H -2.8338 -0.6170 1.2118 0.309
H -3.3960 -1.6636 4.0028 0.312
H -4.3147 -2.2679 2.6430 0.357
H -4.2942 -0.5212 3.0442 0.436
H -0.4385 -2.2814 -0.6294 -0.092
H -1.7388 -1.1206 -0.4504 0.819
H -1.7385 -3.7065 -1.8867 0.384
H -2.8122 -2.3512 -2.0600 0.335
H -3.1441 -3.5478 -0.8112 0.373
C -2.4736 6.3264 5.6219 -1.098
C -1.2872 6.3027 4.6818 -0.122
O -0.3346 5.2536 4.9914 -0.334
S -0.7283 3.7651 4.6221 1.168
C 0.8536 3.0389 4.8540 -0.545
O -1.0701 3.7284 3.2304 -0.454
O -1.6432 3.2510 5.5897 -0.632
H -3.0889 5.4351 5.5145 0.299
H -3.0910 7.1975 5.4029 0.414
H -2.1410 6.3778 6.6581 0.279
H -1.5988 6.2035 3.6415 0.101
H -0.7105 7.2205 4.7671 0.339
H 1.5348 3.4473 4.1129 0.346
H 0.7154 1.9690 4.7029 -0.219
H 1.2022 3.2381 5.8634 0.405
C 6.9609 -4.3331 -1.3334 -1.217
C 6.0655 -3.1507 -1.0279 0.064
O 4.9882 -2.9889 -1.9817 -0.403
S 3.7752 -4.0035 -1.9037 0.932
C 2.7044 -3.1098 -2.9668 -0.955
O 3.2707 -3.9827 -0.5580 -0.217
O 4.1457 -5.2506 -2.4900 -0.687
H 6.4300 -5.2768 -1.2243 0.290
H 7.8070 -4.3346 -0.6462 0.416
H 7.3332 -4.2772 -2.3558 0.311
H 5.6437 -3.2136 -0.0233 0.006
H 6.6229 -2.2194 -1.0945 0.367
H 2.4799 -2.1607 -2.4837 -0.065
H 1.7982 -3.6946 -3.1133 0.459
H 3.2085 -2.9571 -3.9168 0.522
C -0.1720 5.4901 0.8324 -0.052
C 0.8006 6.1237 -0.1380 -0.682
O 0.1557 6.9942 -1.1017 -0.234
S -0.3692 8.3963 -0.5812 1.191
C -0.6810 9.1177 -2.1528 -0.945
O 0.7072 9.0764 0.0692 -0.651
O -1.6087 8.2178 0.1094 -0.599
H -0.6314 6.2382 1.4752 0.069
H 0.3364 4.7692 1.4676 0.422
H -0.9705 4.9854 0.2980 -0.170
H 1.5800 6.6831 0.3811 0.413
H 1.2920 5.3656 -0.7440 0.314
H 0.2607 9.2317 -2.6813 0.320
H -1.1361 10.0872 -1.9639 0.372
H -1.3677 8.4777 -2.6993 0.308
C -6.5373 1.9642 -3.0265 -0.979
C -5.3102 2.7650 -3.4089 -0.330
O -4.5860 3.2818 -2.2652 -0.299
S -3.7277 2.2602 -1.4151 1.255
C -2.8323 3.4313 -0.4652 -1.288
O -2.8387 1.5692 -2.3035 -0.591
O -4.5872 1.4995 -0.5633 -0.663
H -6.2715 1.0467 -2.5055 0.289
H -7.0919 1.6986 -3.9265 0.392
H -7.1841 2.5442 -2.3691 0.263
H -4.6252 2.1843 -4.0286 0.299
H -5.5913 3.6533 -3.9696 0.283
H -2.2005 4.0068 -1.1348 0.368
H -2.2294 2.8728 0.2494 0.497
H -3.5356 4.0705 0.0615 0.395
C -0.5440 -1.7194 -8.5493 -0.978
C -0.5355 -0.3576 -7.8869 -0.424
O -0.6399 -0.4246 -6.4454 -0.190
S 0.6415 -0.8924 -5.6364 1.175
C 0.0743 -0.4415 -4.0396 -0.415
O 1.7473 -0.0661 -6.0138 -0.683
O 0.7678 -2.3169 -5.7147 -0.603
H 0.3432 -2.2950 -8.2926 0.301
H -0.5712 -1.5969 -9.6322 0.386
H -1.4151 -2.2934 -8.2348 0.254
H 0.3546 0.2147 -8.1515 0.358
H -1.4043 0.2218 -8.1917 0.258
H -0.0423 0.6360 -3.9917 0.389
H 0.8285 -0.7765 -3.3297 -0.048
H -0.8671 -0.9428 -3.8553 0.242
```

Highest occupied orbital energy in eV: -8.59
LUMO in eV: 0.15
Frontier orbital gap in hartree: 0.3213

[2]
DFT (ωB97M-V/def2-TZVPD) results for a structure of composition C19H28CoO7P2S2Se.

```
60
Properties=species:S:1:pos:R:3:lowdin_spin:R:1
Co -0.2199 -0.4068 0.0759 1.085
C 0.0117 3.6146 -0.7591 0.000
C -1.1520 2.7368 -0.4083 0.004
C -1.9260 2.1900 -1.4216 0.000
C -2.9474 1.2909 -1.1490 0.003
C -3.7334 0.6954 -2.2775 0.000
C -3.2145 0.9723 0.1822 0.000
C -2.4817 1.5460 1.2177 0.004
C -2.8855 1.3451 2.6543 0.000
C -1.4345 2.4105 0.9123 0.008
H 0.8438 2.9472 -0.9969 0.000
H 0.2938 4.2716 0.0660 0.000
H -0.2050 4.2151 -1.6425 0.000
H -1.6995 2.4246 -2.4536 0.000
H -3.0718 0.0839 -2.8941 0.000
H -4.1605 1.4774 -2.9108 0.000
H -4.5298 0.0538 -1.9033 0.000
H -4.0130 0.2758 0.4133 0.000
H -2.0141 1.2120 3.2953 0.000
H -3.5402 0.4797 2.7518 0.000
H -3.4296 2.2236 3.0141 0.000
H -0.8587 2.8582 1.7174 0.000
C 2.2913 0.6581 2.6861 0.015
P 1.7342 -0.2310 1.1411 0.013
C 3.2038 0.0996 0.1033 0.001
C 1.9437 -1.9712 1.6606 -0.002
C 3.1766 -2.6082 1.7943 -0.001
C 3.2611 -3.9657 2.0482 0.000
C 2.1009 -4.7225 2.1604 -0.001
C 0.8671 -4.1003 2.0493 0.000
C 0.7696 -2.7355 1.8098 -0.001
P -0.8293 -1.8560 1.6747 -0.017
C -2.0562 -3.2106 1.5239 0.000
C -1.0242 -1.5265 3.4994 -0.004
H 3.2301 0.2437 3.0587 0.003
H 1.5294 0.5788 3.4609 0.000
H 2.4242 1.7124 2.4425 0.000
H 4.1339 -0.2051 0.5878 0.000
H 3.2243 1.1702 -0.1042 0.000
H 3.0548 -0.4209 -0.8470 0.000
H 4.0941 -2.0412 1.6906 0.000
H 4.2302 -4.4413 2.1499 0.000
H 2.1614 -5.7930 2.3173 0.000
H -0.0328 -4.6963 2.1313 0.000
H -2.1229 -3.8319 2.4198 0.000
H -1.8033 -3.7903 0.6379 0.000
H -3.0164 -2.7376 1.3182 0.000
H -0.8185 -2.4263 4.0813 -0.001
H -2.0451 -1.1962 3.6872 0.000
H -0.3320 -0.7396 3.7968 0.000
O 2.0243 -0.9362 -3.0408 -0.001
Se 0.5167 -0.7997 -2.4971 0.006
O 0.1807 -1.8407 -1.1899 -0.010
O 0.6020 0.5722 -1.4576 -0.062
O -0.5656 -0.3257 -3.5696 -0.001
O -1.5499 -4.6430 -3.2800 0.001
S -1.3527 -3.1961 -3.4372 -0.002
O -2.1368 -2.6835 -4.5475 -0.001
O 0.0968 -2.8956 -3.4818 0.003
S -2.2904 -2.4730 -1.7273 -0.045
```

Highest occupied orbital energy (alpha / beta) in eV: 0.37 / 0.20
LUMO (alpha / beta) in eV: 4.10 / 4.09
<S²>: 0.829
2S+1: 2
Frontier orbital gap (alpha / beta) in hartree: 0.1373 / 0.1430
Charge: -2

[3]
DFT (ωB97M-V/def2-TZVPD) results for a structure of composition C39H30N2O2OsP2S2.

```
78
Properties=species:S:1:pos:R:3:lowdin_spin:R:1
Os -0.5426 0.0068 0.3422 2.478
O -0.0063 -0.5885 2.0838 0.211
C 0.3350 0.1094 3.1714 0.020
C 0.9593 -0.5924 4.2022 0.009
C 1.3205 0.0557 5.3638 0.007
C 1.0650 1.4195 5.5333 0.010
C 0.4438 2.1130 4.5210 0.006
C 0.0700 1.4824 3.3230 0.014
C -0.6157 2.2790 2.3300 0.033
N -0.9776 1.8480 1.1769 0.012
N -1.6849 2.7323 0.3565 0.011
C -2.0078 2.1307 -0.7408 0.015
O -1.6872 0.8725 -1.0163 0.132
C -2.7832 2.8470 -1.7736 0.000
C -2.9512 2.2563 -3.0191 0.002
C -3.6790 2.9080 -4.0039 0.000
C -4.2416 4.1485 -3.7432 0.001
C -4.0753 4.7393 -2.4951 0.000
C -3.3479 4.0937 -1.5105 0.000
H 1.1530 -1.6468 4.0502 0.001
H 1.8092 -0.5030 6.1522 0.000
H 1.3513 1.9232 6.4459 0.000
H 0.2291 3.1692 4.6358 0.000
H -0.8616 3.3118 2.5624 0.001
H -2.5047 1.2897 -3.2039 0.000
H -3.8056 2.4450 -4.9743 0.000
H -4.8111 4.6582 -4.5101 0.000
H -4.5172 5.7058 -2.2905 0.000
H -3.2114 4.5402 -0.5354 0.000
S 2.7474 -1.1600 0.6517 0.121
P 1.3945 -2.4799 0.1025 0.064
C 0.0640 -1.6651 -0.7592 0.535
P 0.2593 -1.1871 -2.4562 0.059
S 1.1307 0.5821 -2.4757 0.186
C -1.3985 -1.2355 -3.1951 0.008
C -1.5654 -0.6737 -4.4577 0.002
C -2.7982 -0.7277 -5.0879 0.000
C -3.8759 -1.3344 -4.4536 0.000
C -3.7147 -1.8910 -3.1928 0.000
C -2.4756 -1.8458 -2.5648 0.009
C 1.1774 -2.3499 -3.5086 0.001
C 0.5241 -3.3593 -4.2138 0.001
C 1.2420 -4.2084 -5.0444 0.000
C 2.6155 -4.0580 -5.1668 0.001
C 3.2716 -3.0600 -4.4579 0.000
C 2.5569 -2.2044 -3.6349 0.002
C 0.6275 -3.4143 1.4676 0.007
C -0.7415 -3.5891 1.6114 0.007
C -1.2436 -4.3250 2.6775 0.000
C -0.3784 -4.8862 3.6052 0.000
C 0.9940 -4.7168 3.4633 0.000
C 1.4937 -3.9847 2.3981 0.002
C 2.1571 -3.8616 -0.8031 0.002
C 1.3463 -4.8664 -1.3297 0.004
C 1.9131 -5.9659 -1.9513 0.000
C 3.2965 -6.0806 -2.0270 0.000
C 4.1058 -5.0903 -1.4921 0.000
C 3.5381 -3.9750 -0.8884 0.002
H -0.7241 -0.1867 -4.9390 0.002
H -2.9217 -0.2915 -6.0712 0.000
H -4.8418 -1.3683 -4.9411 0.000
H -4.5542 -2.3594 -2.6953 0.000
H -2.3462 -2.2753 -1.5785 0.007
H -0.5465 -3.4846 -4.1196 0.000
H 0.7272 -4.9860 -5.5945 0.000
H 3.1764 -4.7190 -5.8158 0.000
H 4.3447 -2.9470 -4.5473 0.000
H 3.0588 -1.4139 -3.0902 0.001
H -1.4200 -3.1407 0.8953 0.005
H -2.3131 -4.4539 2.7857 0.000
H -0.7714 -5.4560 4.4377 0.000
H 1.6737 -5.1559 4.1824 0.000
H 2.5633 -3.8409 2.2902 0.001
H 0.2667 -4.7846 -1.2535 0.003
H 1.2794 -6.7364 -2.3718 0.000
H 3.7405 -6.9449 -2.5049 0.000
H 5.1834 -5.1785 -1.5509 0.000
H 4.1565 -3.1864 -0.4783 0.002
```

Highest occupied orbital energy (alpha / beta) in eV: -7.69 / -7.73
LUMO (alpha / beta) in eV: -0.20 / -1.33
<S²>: 6.018
2S+1: 5
Frontier orbital gap (alpha / beta) in hartree: 0.2751 / 0.2354

[4]
DFT (ωB97M-V/def2-TZVPD) results for a structure of composition C21H19N4S5SbTcTe.

```
52
Properties=species:S:1:pos:R:3:nbo_charge:R:1
Tc 0.8209 -0.8886 -0.1429 0.202
N -1.5326 1.9639 -2.6117 -0.751
C -1.1589 1.0509 -1.7126 0.316
S 0.4980 1.3123 -0.9649 0.421
N -1.8537 0.0415 -1.3605 -0.325
N -1.2620 -0.7305 -0.3578 -0.267
C -2.0552 -1.2705 0.5075 0.304
C -3.5228 -1.2810 0.4516 -0.103
C -4.1717 -1.7842 -0.6774 -0.189
C -5.5536 -1.8320 -0.7083 -0.180
C -6.2908 -1.3474 0.3666 -0.143
C -5.6500 -0.8236 1.4813 -0.191
C -4.2651 -0.8035 1.5339 -0.194
C -1.3081 -1.8629 1.6409 0.146
C -1.8947 -2.5433 2.6809 -0.183
C -1.1073 -2.9433 3.7600 -0.073
C 0.2436 -2.6537 3.7603 -0.208
C 0.7894 -2.0232 2.6585 0.097
N 0.0388 -1.6413 1.6046 -0.462
H -0.9965 2.7992 -2.7816 0.435
H -2.4737 1.9277 -2.9797 0.449
H -3.6012 -2.1661 -1.5159 0.215
H -6.0588 -2.2447 -1.5708 0.243
H -7.3718 -1.3777 0.3337 0.250
H -6.2263 -0.4328 2.3086 0.250
H -3.7722 -0.3748 2.3984 0.224
H -2.9545 -2.7500 2.6532 0.276
H -1.5549 -3.4716 4.5920 0.269
H 0.8827 -2.9276 4.5880 0.273
H 1.8498 -1.8296 2.5988 0.230
S 4.3788 1.4609 -0.9315 -0.255
Sb 5.1157 -0.7279 -0.1896 1.300
S 3.0981 -1.5891 0.3178 -0.572
S 1.5569 0.1647 -2.3304 0.195
S 3.3746 1.0444 -2.6688 0.151
C -1.0174 -2.5126 -3.2292 -0.615
Te 0.5528 -2.9634 -1.8629 0.971
C -0.8642 -4.2869 -0.9820 -0.603
C -1.6639 -4.7013 -2.1953 -0.103
C -2.3217 -5.9254 -2.2239 -0.169
C -3.0785 -6.2712 -3.3335 -0.166
C -3.1692 -5.4068 -4.4159 -0.165
C -2.4981 -4.1923 -4.3981 -0.175
C -1.7473 -3.8361 -3.2844 -0.088
H -0.5772 -2.2140 -4.1783 0.261
H -1.6056 -1.6930 -2.8257 0.243
H -1.4405 -3.7388 -0.2355 0.226
H -0.3271 -5.1017 -0.5024 0.265
H -2.2376 -6.6099 -1.3889 0.233
H -3.5840 -7.2270 -3.3592 0.249
H -3.7475 -5.6874 -5.2857 0.249
H -2.5505 -3.5327 -5.2555 0.233
```

Highest occupied orbital energy (alpha / beta) in eV: -16.36 / -16.36
LUMO (alpha / beta) in eV: -11.27 / -11.28
Frontier orbital gap (alpha / beta) in hartree: 0.1871 / 0.1867
Charge: +3

Max |F|: 1.1; 2.3; 0.8; 1.0 (eV Å⁻¹)